1.
15
Properties=species:S:1:pos:R:3:forces:R:3 method="wB97M-V/def2-TZVPD" smiles="C=C(C)ON.N=O" e_homo_ev="-9.17 / -9.17" relative_energy_kcal_mol=152.2 e_tot_ev=-10310.351
H -2.33902 -0.04749 0.81397 -0.20 -0.28 -0.14
H 1.09796 -2.17924 -0.63042 -0.02 0.08 0.11
H 0.59384 1.73371 0.72212 -0.04 -0.82 0.61
C 0.12989 -0.29177 -0.31974 -1.05 -0.55 -0.66
H -0.11674 0.07533 -2.39581 0.09 0.07 0.25
N -1.75207 -0.85407 1.01785 0.30 0.52 0.21
O -0.41762 -0.30191 0.98990 0.48 -0.30 -1.20
O 0.57921 2.68534 2.35962 0.07 -0.74 -2.34
C -0.51355 0.20621 -1.39433 0.42 0.17 1.05
H -1.41266 0.80354 -1.29363 -0.07 -0.19 0.00
N 0.62645 2.67685 1.13754 0.01 1.72 1.80
H 1.99948 -0.78780 -1.26478 -0.18 -0.08 0.10
C 1.36337 -1.13455 -0.44422 0.47 0.28 0.28
H -1.78589 -1.48992 0.22106 -0.19 0.15 0.06
H 1.94737 -1.09423 0.48089 -0.10 -0.03 -0.13

2.
15
Properties=species:S:1:pos:R:3:forces:R:3 method="wB97M-V/def2-TZVPD" e_homo_ev="-8.63 / -8.63" relative_energy_kcal_mol=134.2 e_tot_ev=-10311.134
N 1.53920 -0.60113 0.83296 -0.48 0.03 0.52
O 1.33095 0.24656 -1.27043 0.17 -0.02 -0.35
H -0.60254 0.17426 2.26850 0.28 0.36 -0.81
N -1.31331 0.90090 -1.29835 -0.69 0.04 -1.14
H 1.16706 -1.22614 1.53670 -0.16 -0.02 0.20
H -2.26696 0.59705 -1.45523 0.06 0.02 0.37
H -0.77646 0.60589 -2.10264 0.38 0.00 0.25
C -1.09325 -0.65797 1.69850 -1.78 -1.09 1.26
H 2.39827 -1.03787 0.51076 -0.15 0.14 -0.26
H 1.77442 1.00132 -0.86023 -0.04 -0.06 0.03
H 0.24598 -1.34631 -0.73821 0.03 -0.05 0.15
O -1.79303 -0.18340 0.67195 1.24 -0.37 0.89
C 0.62390 -0.43245 -0.26324 -1.44 1.44 -1.01
C -0.79872 0.54281 -0.04245 2.91 -0.37 -0.54
H -0.43550 1.41648 0.51141 -0.32 -0.05 0.42

3.
15
Properties=species:S:1:pos:R:3:forces:R:3 method="wB97M-V/def2-TZVPD" e_homo_ev=-9.16 relative_energy_kcal_mol=52.3 e_tot_ev=-10314.683
H -2.05297 -1.23847 -1.18427 -0.17 -0.22 0.25
H 3.18823 0.86142 -0.94831 0.01 0.20 0.08
H -1.48863 -1.24877 1.91627 -0.25 -0.06 -0.08
H -0.26179 0.96427 0.75175 0.10 -0.03 -0.06
H 2.90471 1.86006 0.40192 0.00 -0.06 -0.08
N 0.74729 0.03478 -1.10500 0.38 0.36 0.06
H -0.48377 -1.57461 -0.31837 -0.25 0.26 0.08
C -2.10218 -1.00131 1.04946 -0.29 -0.27 0.24
C 1.28582 0.86810 -0.29837 0.18 -0.10 -0.34
C -1.48471 -1.16155 -0.26230 -0.14 -0.25 -0.11
O 0.65843 1.32988 0.78796 -0.03 -0.05 -0.19
H -3.17729 -1.05059 1.18066 0.03 0.04 0.06
H 1.35941 -0.20884 -1.87387 0.16 0.16 -0.02
O -1.62769 0.13288 0.33671 0.07 0.07 0.00
N 2.53515 1.43274 -0.43424 0.20 -0.05 0.10

4.
15
Properties=species:S:1:pos:R:3:forces:R:3 method="wB97M-V/def2-TZVPD" smiles="N=C=N.CC=O.O" e_homo_ev=-9.76 relative_energy_kcal_mol=71.2 e_tot_ev=-10313.864
H 0.29264 2.07851 0.18589 0.01 0.07 -0.02
C -0.42190 0.31018 1.15535 -2.98 0.04 1.35
H -1.38656 2.12813 0.72038 -0.06 -0.09 0.13
H -0.96306 1.18413 -0.72277 -0.09 0.05 -0.05
H -1.43838 -1.13386 -0.29051 -0.10 -0.75 -2.86
H 0.45768 -0.98705 -1.72012 -0.53 -0.01 0.42
C -0.62339 1.49790 0.26177 0.58 -0.38 -0.48
O -1.13856 -0.69810 1.09010 1.55 1.17 0.49
N 2.31099 -0.00507 0.71683 -1.39 0.41 1.22
H -1.58552 -2.27860 -1.47302 -0.04 0.04 0.16
O -1.42100 -1.33946 -1.35033 -0.78 0.55 1.79
H 0.11583 0.51350 2.09091 0.39 -0.35 -0.22
C 1.51076 -0.47269 -0.09143 2.92 -1.73 -2.70
H 3.17378 0.41491 0.41440 -0.01 -0.01 -0.31
N 1.11669 -1.21242 -0.98747 0.54 0.99 1.09

5.
15
Properties=species:S:1:pos:R:3:forces:R:3 method="wB97M-V/def2-TZVPD" smiles="NCCNC(=O)O" e_homo_ev=-8.87 relative_energy_kcal_mol=13.6 e_tot_ev=-10316.363
H -1.58048 -0.85996 0.33557 -0.20 -0.21 -0.12
H 1.34232 -1.35364 0.76526 0.14 0.03 0.53
C 0.41976 1.52531 0.41598 -0.92 0.21 0.27
C -1.07966 -0.32452 -0.47234 0.47 -0.35 0.23
C 0.16487 -1.14074 -0.88304 -0.42 0.47 -0.09
N 0.76833 -1.90432 0.16608 0.21 -0.40 -0.71
N -0.76096 0.99499 0.05443 -0.93 0.87 0.50
H 0.91318 -0.41967 -1.16354 0.20 0.08 -0.46
H 1.14973 2.82643 1.48838 0.08 0.28 0.00
H -1.77768 -0.20151 -1.29323 -0.07 0.02 -0.24
H -0.06168 -1.71913 -1.78288 -0.08 -0.27 0.29
H 0.27726 -2.68263 0.56322 -0.13 0.16 0.21
O 0.25187 2.63002 1.19814 -0.25 -0.13 0.01
O 1.51262 1.14290 0.12631 1.70 -0.55 -0.22
H -1.53948 1.48647 0.48167 0.19 -0.20 -0.19

6.
15
Properties=species:S:1:pos:R:3:forces:R:3 method="wB97M-V/def2-TZVPD" e_homo_ev=-9.29 relative_energy_kcal_mol=130.9 e_tot_ev=-10311.277
H 1.71143 -0.61852 0.55665 -1.22 0.99 -0.58
H -0.16978 1.31214 1.24792 4.25 0.64 -0.07
C -1.14398 -0.55667 0.19707 0.91 -0.88 3.44
O -1.26015 -0.29599 1.40390 -0.21 0.15 -0.88
H -2.06491 -1.28283 -1.44848 -0.14 -1.09 3.16
N -1.98418 -1.52228 -0.35711 -2.97 2.96 -2.04
H 1.10626 2.41664 0.36461 -0.17 -0.96 0.15
H -2.91740 -1.23904 0.19228 2.31 -1.40 -1.85
H 2.00447 0.31040 -0.77573 -0.19 0.90 -1.44
H 0.91871 -1.17581 -1.62105 -5.03 1.71 -2.51
H 1.76370 1.64412 1.71055 0.54 -0.87 0.91
O -0.19333 -0.59368 -1.84672 7.26 -2.34 1.79
C 1.22626 0.26999 -0.04918 1.13 -1.96 3.89
C 1.08000 1.43633 0.92587 -4.53 1.92 -1.51
N -0.07709 -0.10481 -0.50058 -1.92 0.23 -2.46